*i*
DFT (wB97M-V/def2-TZVPD) results for a cluster of 3 separate species, H5O2S in total.

The geometry in XYZ format:
```
8
Properties=species:S:1:pos:R:3
S 1.132 -0.488 0.988
H 1.752 -0.304 -0.184
H -1.533 -2.657 -0.122
H -0.919 -1.486 0.590
O -1.727 -2.037 0.574
H 0.177 2.562 -1.489
H -0.436 2.318 -2.811
O -0.489 2.921 -2.063
```

LUMO in Ha: 0.1408
Multiplicity: 1
Orbital gap in eV: 6.825
Net charge: -1

From a Mulliken analysis of the wavefunction, the atomic charges in e read:
1 S -0.87
2 H -0.06
3 H 0.28
4 H 0.25
5 O -0.61
6 H 0.34
7 H 0.31
8 O -0.65

---

*ii*
DFT (wB97M-V/def2-TZVPD) results for a cluster of 3 separate species, H5O2S in total.

The geometry in XYZ format:
```
8
Properties=species:S:1:pos:R:3
S -1.889 -0.718 1.335
H -1.669 0.546 0.969
H -1.362 -2.083 -0.657
H -2.133 -3.162 -0.140
O -1.548 -3.027 -0.867
H 3.610 2.673 -0.477
H 2.129 2.595 0.028
O 2.863 3.176 -0.191
```

LUMO in Ha: 0.1212
Multiplicity: 1
Orbital gap in eV: 6.231
Net charge: -1

From a Mulliken analysis of the wavefunction, the atomic charges in e read:
1 S -0.89
2 H -0.07
3 H 0.30
4 H 0.29
5 O -0.63
6 H 0.31
7 H 0.35
8 O -0.66

---

In order of decreasing stability: *i*, *ii*.

---

*i*
DFT (wB97M-V/def2-TZVPD) results for the molecule C20H26N2O5.

The geometry in XYZ format:
```
53
Properties=species:S:1:pos:R:3
C -9.143 -1.474 -0.540
C -8.721 -0.320 -1.443
C -7.702 0.613 -0.790
C -6.356 -0.060 -0.537
O -5.457 0.944 -0.099
C -4.184 0.606 0.197
C -3.652 -0.679 0.111
C -2.330 -0.898 0.443
C -1.504 0.145 0.851
C -0.101 -0.177 1.175
O 0.269 -1.297 1.500
N 0.753 0.888 1.157
N 2.134 0.693 1.286
C 2.938 1.123 0.267
O 2.512 1.890 -0.569
C 4.380 0.647 0.360
C 5.218 1.249 -0.778
C 6.696 0.953 -0.503
C 6.815 -0.557 -0.802
C 5.380 -0.947 -1.169
C 4.904 0.291 -1.925
C 4.542 -0.890 0.118
C 3.186 -1.553 -0.010
O 2.497 -1.573 -0.993
O 2.815 -2.076 1.163
C -2.041 1.431 0.944
C -3.360 1.654 0.626
H -8.312 -2.147 -0.347
H -9.512 -1.098 0.411
H -9.937 -2.048 -1.012
H -8.305 -0.717 -2.371
H -9.604 0.267 -1.701
H -8.093 0.987 0.158
H -7.527 1.472 -1.440
H -6.449 -0.837 0.232
H -5.986 -0.518 -1.464
H -4.257 -1.511 -0.212
H -1.913 -1.892 0.383
H 0.564 1.686 0.561
H 2.378 -0.087 1.884
H 4.758 0.925 1.347
H 4.991 2.298 -0.953
H 7.329 1.537 -1.170
H 6.976 1.196 0.521
H 7.189 -1.122 0.051
H 7.483 -0.740 -1.643
H 5.291 -1.897 -1.692
H 3.848 0.257 -2.176
H 5.490 0.491 -2.819
H 5.054 -1.362 0.959
H 1.848 -2.263 1.186
H -1.438 2.254 1.295
H -3.792 2.640 0.701
```

LUMO in Ha: 0.0272
Multiplicity: 1
Orbital gap in eV: 9.507
Net charge: 0

From a Mulliken analysis of the wavefunction, the atomic charges in e read:
1 C -1.12
2 C -0.50
3 C -0.66
4 C -0.63
5 O -0.39
6 C 0.85
7 C -0.45
8 C -0.95
9 C 0.49
10 C 0.28
11 O -0.80
12 N -0.32
13 N -0.32
14 C -0.22
15 O -0.71
16 C 0.08
17 C -0.16
18 C -0.98
19 C -0.97
20 C -0.08
21 C -0.99
22 C 0.19
23 C -0.01
24 O -0.60
25 O -0.54
26 C -0.32
27 C -0.71
28 H 0.30
29 H 0.29
30 H 0.35
31 H 0.30
32 H 0.32
33 H 0.29
34 H 0.34
35 H 0.43
36 H 0.43
37 H 0.41
38 H 0.40
39 H 0.41
40 H 0.57
41 H 0.50
42 H 0.54
43 H 0.39
44 H 0.39
45 H 0.42
46 H 0.38
47 H 0.50
48 H 0.39
49 H 0.36
50 H 0.48
51 H 0.48
52 H 0.47
53 H 0.43

---

*ii*
DFT (wB97M-V/def2-TZVPD) results for the molecule C20H26N2O5.

The geometry in XYZ format:
```
53
Properties=species:S:1:pos:R:3
O -4.320 1.935 -0.148
C -3.693 1.024 -0.659
N -4.289 0.046 -1.392
C -5.723 -0.095 -1.405
C -6.204 -1.212 -0.426
C -7.179 -0.674 0.622
C -6.210 -0.104 1.656
C -5.055 -1.107 1.593
O -5.117 -1.736 0.317
C -2.213 0.918 -0.549
C -1.420 0.294 -1.510
C -0.052 0.235 -1.350
C 0.558 0.789 -0.223
N 1.946 0.693 -0.135
C 2.756 1.024 0.903
O 2.377 1.478 1.961
C 4.247 0.784 0.647
C 4.750 1.311 -0.699
C 6.270 1.175 -0.766
C 6.677 -0.284 -0.585
C 6.173 -0.820 0.752
C 4.641 -0.689 0.860
C 4.013 -1.677 -0.094
O 3.460 -1.441 -1.141
O 4.154 -2.926 0.354
C -0.229 1.423 0.735
C -1.597 1.489 0.561
H -3.768 -0.799 -1.568
H -6.051 -0.323 -2.422
H -6.128 0.875 -1.108
H -6.620 -2.045 -1.002
H -7.752 -1.498 1.050
H -7.865 0.066 0.217
H -5.864 0.882 1.347
H -6.640 -0.035 2.652
H -5.155 -1.890 2.355
H -4.079 -0.626 1.711
H -1.865 -0.121 -2.403
H 0.561 -0.244 -2.101
H 2.380 0.207 -0.912
H 4.753 1.348 1.440
H 4.314 0.752 -1.526
H 4.463 2.359 -0.806
H 6.631 1.544 -1.728
H 6.728 1.781 0.019
H 7.764 -0.376 -0.625
H 6.262 -0.879 -1.402
H 6.457 -1.867 0.876
H 6.625 -0.249 1.565
H 4.339 -1.000 1.865
H 3.768 -3.562 -0.269
H 0.235 1.858 1.604
H -2.215 1.988 1.291
```

LUMO in Ha: 0.0179
Multiplicity: 1
Orbital gap in eV: 8.931
Net charge: 0

From a Mulliken analysis of the wavefunction, the atomic charges in e read:
1 O -0.66
2 C 0.31
3 N -0.08
4 C -1.35
5 C 0.57
6 C -0.95
7 C -0.45
8 C -0.48
9 O -0.53
10 C 0.30
11 C -0.60
12 C -0.75
13 C 0.98
14 N 0.09
15 C -0.25
16 O -0.69
17 C -0.11
18 C -0.61
19 C -0.93
20 C -0.45
21 C -1.24
22 C 0.32
23 C 0.10
24 O -0.59
25 O -0.48
26 C -0.57
27 C -1.00
28 H 0.29
29 H 0.38
30 H 0.44
31 H 0.46
32 H 0.34
33 H 0.37
34 H 0.16
35 H 0.45
36 H 0.36
37 H 0.21
38 H 0.52
39 H 0.41
40 H -0.04
41 H 0.75
42 H 0.25
43 H 0.44
44 H 0.41
45 H 0.35
46 H 0.36
47 H 0.31
48 H 0.43
49 H 0.45
50 H 0.66
51 H 0.39
52 H 0.52
53 H 0.45

---

In order of decreasing stability: *ii*, *i*.

---

*i*
DFT (wB97M-V/def2-TZVPD) results for the molecule C15H16F4N2.

The geometry in XYZ format:
```
37
Properties=species:S:1:pos:R:3
C -1.749 3.741 1.298
C -0.980 2.493 1.624
C -1.016 2.185 3.131
C 0.498 2.633 1.297
C 0.972 2.046 -0.047
C 0.370 0.650 -0.238
C 1.070 -0.203 -0.893
C 0.603 -1.517 -1.247
C -0.710 -1.820 -0.834
C -1.476 -0.900 -0.118
C -0.913 0.342 0.278
N -1.613 1.234 1.039
N -1.164 -3.183 -0.836
C -0.176 -4.198 -0.873
F -0.725 -5.389 -1.260
C 0.980 -3.867 -1.829
C 1.438 -2.575 -1.901
C 2.600 -2.163 -2.793
F 2.215 -1.072 -3.538
F 3.661 -1.995 -1.891
F 3.068 -3.137 -3.642
H -2.782 3.561 1.135
H -1.230 4.308 0.507
H -1.765 4.444 2.156
H -0.369 1.268 3.317
H -1.971 1.898 3.551
H -0.520 3.034 3.742
H 1.067 2.093 1.986
H 0.759 3.658 1.570
H 2.062 1.992 -0.063
H 0.812 2.662 -0.877
H 2.127 0.039 -1.140
H -2.457 -1.122 0.193
H -2.415 1.515 0.411
H -2.120 -3.446 -0.913
H 0.261 -4.519 0.027
H 1.589 -4.689 -2.328
```

LUMO in Ha: 0.0207
Multiplicity: 1
Orbital gap in eV: 8.322
Net charge: 0

From a Mulliken analysis of the wavefunction, the atomic charges in e read:
1 C -1.71
2 C 1.74
3 C -1.73
4 C -1.64
5 C -1.30
6 C 0.90
7 C -0.65
8 C 0.38
9 C 0.02
10 C -0.79
11 C -0.16
12 N -0.42
13 N -0.18
14 C 0.24
15 F -0.35
16 C -0.81
17 C 0.34
18 C 0.76
19 F -0.23
20 F -0.25
21 F -0.29
22 H 0.47
23 H 0.38
24 H 0.35
25 H 0.37
26 H 0.39
27 H 0.34
28 H 0.52
29 H 0.52
30 H 0.42
31 H 0.52
32 H 0.30
33 H 0.47
34 H 0.32
35 H 0.25
36 H 0.16
37 H 0.34

---

*ii*
DFT (wB97M-V/def2-TZVPD) results for the molecule C15H16F4N2.

The geometry in XYZ format:
```
37
Properties=species:S:1:pos:R:3
C 2.948 0.189 -1.693
C 2.576 -1.112 -1.073
C 3.947 -1.898 -1.028
C 1.593 -2.040 -1.778
C 0.322 -1.370 -1.998
C -0.125 -0.532 -0.777
C -1.404 -0.026 -0.614
C -1.832 0.630 0.583
C -0.753 1.084 1.436
C 0.499 0.467 1.451
C 0.780 -0.341 0.309
N 2.030 -0.833 0.220
N -0.953 2.065 2.383
C -2.125 1.858 3.152
F -2.352 2.969 3.958
C -3.282 1.869 2.236
C -3.179 1.168 0.932
C -4.414 0.778 0.084
F -4.276 1.261 -1.183
F -4.455 -0.581 0.045
F -5.538 1.179 0.568
H 3.740 0.724 -1.161
H 2.047 0.863 -1.704
H 3.202 0.045 -2.752
H 3.911 -2.738 -1.775
H 4.171 -2.252 0.026
H 4.811 -1.250 -1.323
H 1.621 -2.968 -1.078
H 1.953 -2.423 -2.713
H -0.445 -2.087 -2.162
H 0.360 -0.741 -2.835
H -2.146 -0.274 -1.325
H 1.268 0.688 2.256
H 2.584 -0.506 0.977
H -0.807 2.984 2.022
H -2.037 0.979 3.671
H -4.239 2.171 2.660
```

LUMO in Ha: 0.0064
Multiplicity: 1
Orbital gap in eV: 7.529
Net charge: 0

From a Mulliken analysis of the wavefunction, the atomic charges in e read:
1 C -1.94
2 C 1.69
3 C -1.57
4 C -1.08
5 C -1.43
6 C 0.69
7 C -1.21
8 C 0.23
9 C -0.40
10 C -0.93
11 C 0.98
12 N -0.26
13 N -0.26
14 C 0.20
15 F -0.36
16 C -0.92
17 C 0.29
18 C 0.91
19 F -0.26
20 F -0.26
21 F -0.27
22 H 0.48
23 H 0.36
24 H 0.40
25 H 0.31
26 H 0.35
27 H 0.36
28 H 0.42
29 H 0.49
30 H 0.51
31 H 0.40
32 H 0.53
33 H 0.22
34 H 0.28
35 H 0.31
36 H 0.34
37 H 0.40

---

In order of decreasing stability: *i*, *ii*.

---

*i*
DFT (wB97M-V/def2-TZVPD) results for a cluster of 2 separate species, C14H21N3O in total.

The geometry in XYZ format:
```
39
Properties=species:S:1:pos:R:3
C 5.139 4.653 1.531
C 4.310 3.750 2.499
C 4.602 2.201 2.562
C 4.127 1.547 1.295
C 3.005 0.716 1.499
C 1.731 1.776 2.029
C 0.429 1.076 2.218
C -0.075 0.290 0.985
O 0.174 0.840 -0.063
N -1.021 -0.690 1.064
N -1.808 -1.360 0.430
C -1.658 -1.162 -0.897
C -2.502 -1.934 -2.078
C -3.531 -2.899 -1.357
C -4.158 -3.678 -2.340
C -4.176 -3.109 -3.666
N -3.367 -2.237 -4.297
C -2.621 -1.545 -3.307
H -2.056 -1.016 -3.659
H -4.823 -3.676 -4.357
H -4.824 -4.415 -1.981
H -3.528 -2.945 -0.226
H -1.219 -0.329 -1.393
H -1.245 -0.868 2.140
H 0.711 -0.240 3.078
H -0.407 1.416 2.747
H 1.983 2.258 2.835
H 1.443 2.321 1.420
H 3.087 0.226 2.482
H 2.531 0.279 0.738
H 3.901 2.216 0.642
H 4.986 0.806 0.951
H 4.315 1.862 3.497
H 5.892 2.252 2.451
H 4.683 4.263 3.529
H 3.229 3.935 2.553
H 5.057 5.516 1.582
H 4.863 4.463 0.571
H 6.280 4.514 1.795
```

LUMO in Ha: 0.0038
Multiplicity: 1
Orbital gap in eV: 8.538
Net charge: 0

From a Mulliken analysis of the wavefunction, the atomic charges in e read:
1 C -1.75
2 C -0.37
3 C -0.50
4 C -0.74
5 C -1.21
6 C -1.87
7 C -0.84
8 C 0.81
9 O -0.57
10 N 0.71
11 N -1.24
12 C -0.38
13 C 0.21
14 C -0.26
15 C -0.61
16 C -0.08
17 N -0.59
18 C -0.56
19 H 0.82
20 H 0.33
21 H 0.38
22 H 0.35
23 H 0.48
24 H 0.32
25 H 0.23
26 H 0.39
27 H 1.04
28 H 0.96
29 H 0.37
30 H 0.75
31 H 0.56
32 H 0.24
33 H 0.39
34 H 0.26
35 H 0.23
36 H 0.28
37 H 0.82
38 H 0.42
39 H 0.25

---

*ii*
DFT (wB97M-V/def2-TZVPD) results for the molecule C14H21N3O.

The geometry in XYZ format:
```
39
Properties=species:S:1:pos:R:3
C -5.093 2.332 -1.480
C -4.789 0.840 -1.413
C -3.504 0.497 -2.163
C -3.224 -1.005 -2.238
C -3.031 -1.695 -0.885
C -1.921 -1.110 -0.014
C -0.542 -1.202 -0.660
C 0.544 -0.747 0.300
O 0.337 -0.359 1.426
N 1.792 -0.828 -0.267
N 3.012 -0.527 0.229
C 3.205 -0.086 1.409
C 4.555 0.209 1.848
C 4.788 0.685 3.140
C 6.086 0.959 3.532
C 7.109 0.749 2.619
N 6.904 0.299 1.390
C 5.669 0.038 1.018
H -5.217 2.652 -2.513
H -4.281 2.907 -1.040
H -6.008 2.561 -0.938
H -4.696 0.544 -0.367
H -5.620 0.280 -1.847
H -2.664 1.011 -1.692
H -3.584 0.878 -3.185
H -4.060 -1.490 -2.747
H -2.337 -1.164 -2.855
H -2.816 -2.751 -1.070
H -3.967 -1.651 -0.325
H -2.135 -0.068 0.224
H -1.893 -1.653 0.933
H -0.335 -2.233 -0.958
H -0.494 -0.575 -1.554
H 1.860 -1.166 -1.219
H 2.411 0.090 2.132
H 3.960 0.834 3.819
H 6.301 1.328 4.524
H 8.141 0.948 2.877
H 5.536 -0.328 0.009
```

LUMO in Ha: 0.0141
Multiplicity: 1
Orbital gap in eV: 9.084
Net charge: 0

From a Mulliken analysis of the wavefunction, the atomic charges in e read:
1 C -1.36
2 C -0.22
3 C -0.59
4 C -0.80
5 C -0.94
6 C -0.51
7 C -0.45
8 C 0.49
9 O -0.61
10 N 0.23
11 N -0.82
12 C -0.78
13 C 1.00
14 C -0.40
15 C -0.43
16 C -0.28
17 N -0.60
18 C -0.29
19 H 0.33
20 H 0.34
21 H 0.37
22 H 0.26
23 H 0.28
24 H 0.24
25 H 0.44
26 H 0.42
27 H 0.31
28 H 0.40
29 H 0.37
30 H 0.25
31 H 0.45
32 H 0.26
33 H 0.31
34 H 0.30
35 H 0.48
36 H 0.39
37 H 0.38
38 H 0.36
39 H 0.42

---

In order of decreasing stability: *ii*, *i*.

---

*i*
DFT (wB97M-V/def2-TZVPD) results for a cluster of 2 separate species, C4H8Cl2Si in total.

The geometry in XYZ format:
```
15
Properties=species:S:1:pos:R:3
C 1.737 -2.460 -0.386
C 2.091 -1.258 -0.716
C 0.034 2.383 0.668
C -1.692 -0.038 -0.507
Si -0.523 0.591 0.839
Cl -3.052 1.105 -0.830
Cl -2.324 -1.649 0.185
H 2.227 -3.407 -0.554
H 0.791 -2.701 0.113
H 2.804 -0.576 -1.102
H 0.686 2.536 -0.191
H -0.894 3.009 0.562
H 0.740 2.503 1.480
H -1.325 -0.277 -1.505
H -1.301 0.240 1.944
```

LUMO (alpha / beta) in Ha: -0.0264 / -0.0008
Multiplicity: 1
Orbital gap (alpha / beta) in eV: 7.909 / 7.690
Net charge: 0

From a Mulliken analysis of the wavefunction, the atomic charges in e read:
1 C -0.36
2 C -0.34
3 C -0.85
4 C -0.13
5 Si 0.20
6 Cl -0.18
7 Cl -0.20
8 H 0.24
9 H 0.13
10 H 0.33
11 H 0.32
12 H 0.28
13 H 0.26
14 H 0.38
15 H -0.10

---

*ii*
DFT (wB97M-V/def2-TZVPD) results for the molecule C4H8Cl2Si.

The geometry in XYZ format:
```
15
Properties=species:S:1:pos:R:3
C 1.728 -0.724 -0.902
C 0.611 -0.197 -0.071
C 0.920 1.027 0.755
C -0.662 -0.635 -0.275
Si -2.288 0.032 0.538
Cl -2.856 1.869 -0.206
Cl -3.728 -1.380 0.044
H 1.718 -1.855 -0.917
H 1.711 -0.270 -1.870
H 2.660 -0.493 -0.533
H 0.797 1.934 0.058
H 2.070 1.020 0.953
H 0.276 1.101 1.560
H -0.573 -1.472 -1.058
H -2.384 0.044 1.925
```

LUMO in Ha: 0.0230
Multiplicity: 1
Orbital gap in eV: 10.240
Net charge: 0

From a Mulliken analysis of the wavefunction, the atomic charges in e read:
1 C -1.56
2 C 0.92
3 C -1.30
4 C -0.46
5 Si 0.64
6 Cl -0.25
7 Cl -0.27
8 H 0.37
9 H 0.32
10 H 0.46
11 H 0.26
12 H 0.30
13 H 0.43
14 H 0.30
15 H -0.15

---

In order of decreasing stability: *ii*, *i*.